1.
44
Properties=species:S:1:pos:R:3:forces:R:3 method="wB97M-V/def2-TZVPD" multiplicity=1 mol_weight_g_mol=390.494 fmax_ev_per_a=1.2 homo_energy_ev=-8.56 lumo_ha=0.02235 gap_ev=9.2 charge=0 e_above_lowest_kj_mol=6.35
C -0.68266 2.61527 2.51367 -0.005 0.048 0.017
C 0.42179 1.61606 2.58619 0.411 0.144 0.068
C 1.72006 1.93459 2.96819 -0.099 -0.227 -0.069
C 2.65671 0.90238 3.00367 -0.226 0.252 -0.008
C 4.07182 1.13241 3.41778 0.028 0.025 0.019
N 2.32352 -0.33572 2.65850 0.278 -0.431 -0.040
C 1.06513 -0.53127 2.30531 -0.197 0.288 0.021
S 0.64312 -2.16088 1.81702 -0.184 -0.430 -0.034
C -1.06828 -1.88873 1.20521 0.535 -0.083 0.381
C -1.14699 -0.85292 0.15892 -0.290 0.102 -0.262
N -1.91876 0.19480 0.20355 -0.313 -0.736 0.843
N -1.71827 0.91613 -0.91057 0.198 0.108 -0.874
C -0.81795 0.29494 -1.63137 -0.088 0.022 0.097
S -0.18782 0.79993 -3.16719 0.176 0.119 -0.383
C -1.20208 2.28371 -3.46471 0.182 -0.190 0.124
C -0.67584 3.50392 -2.70915 -0.291 -0.238 -0.022
N -1.09550 3.56284 -1.43522 -0.110 0.256 0.495
O 0.02325 4.33701 -3.23953 0.284 0.237 -0.340
N -0.41387 -0.84489 -1.00186 -0.351 0.717 0.201
C 0.49232 -1.84920 -1.50385 0.263 -0.507 -0.126
C -0.24625 -3.10622 -1.83595 -0.566 0.419 -0.596
C -1.34639 -3.32844 -2.61235 0.559 0.210 0.347
C -1.61217 -4.71686 -2.52679 0.322 -0.310 0.320
C -0.65598 -5.22927 -1.70660 -0.717 -0.342 -0.462
O 0.17068 -4.26189 -1.27969 0.479 0.164 0.311
N 0.10350 0.36686 2.26474 -0.158 -0.089 0.225
H -1.10839 2.75800 3.50639 -0.063 0.059 0.059
H -1.46202 2.23525 1.85782 -0.044 0.020 -0.024
H -0.31320 3.57428 2.15902 -0.017 0.115 0.003
H 1.99498 2.94377 3.22961 0.038 0.127 0.023
H 4.10503 1.48274 4.44813 0.064 0.043 0.064
H 4.52897 1.89319 2.78768 0.077 0.059 -0.003
H 4.63052 0.20531 3.33402 0.043 -0.004 0.006
H -1.37788 -2.86432 0.82868 -0.037 -0.039 0.050
H -1.69248 -1.58384 2.04240 -0.072 -0.039 -0.141
H -2.22361 2.04188 -3.17791 -0.043 0.033 -0.085
H -1.12447 2.46314 -4.53625 -0.014 0.028 0.109
H -0.76174 4.31631 -0.85715 0.051 0.012 -0.109
H -1.56819 2.76536 -1.01269 0.046 0.090 -0.111
H 0.97897 -1.43326 -2.39204 0.009 -0.104 0.168
H 1.24907 -2.07705 -0.74694 -0.050 0.132 -0.202
H -1.89308 -2.59887 -3.17406 -0.083 0.233 -0.098
H -2.40330 -5.25069 -3.01094 -0.140 -0.191 -0.068
H -0.46227 -6.22575 -1.36369 0.113 -0.102 0.107

=====

2.
39
Properties=species:S:1:pos:R:3:forces:R:3 method="wB97M-V/def2-TZVPD" multiplicity=1 mol_weight_g_mol=290.315 fmax_ev_per_a=9.7 homo_energy_ev=-8.40 lumo_ha=-0.04378 gap_ev=7.2 charge=0 e_above_lowest_kj_mol=1436.75
C 2.74682 -2.66159 0.39441 1.156 0.123 0.744
C 3.59188 -2.04788 -0.86936 -0.113 -0.650 -1.505
C 2.89683 -0.76276 -1.61348 -2.630 4.394 0.181
C 2.17037 0.42442 -1.08749 1.480 -3.134 -1.379
C 1.82485 0.74059 0.48467 1.171 1.223 -0.437
O 0.39723 1.02155 0.73464 -0.602 -2.736 -1.972
C -0.47857 -0.02791 0.19114 -2.853 -4.029 -1.490
C -0.84900 -1.40290 1.06680 -1.323 0.175 -3.424
C -1.81941 -2.61880 0.45224 0.394 2.988 -2.711
C -2.48470 -2.53355 -1.06875 2.884 3.715 1.883
C -2.14637 -1.15817 -1.92387 1.337 -1.072 3.762
C -1.19910 0.03437 -1.31684 -0.202 -2.362 1.550
C 1.74699 1.39994 -2.37200 -0.652 4.422 2.869
O 1.46536 2.72156 -2.22193 1.680 -9.388 -1.920
O 1.80527 0.56634 -3.58274 2.714 0.350 2.524
C 2.83753 -0.46652 -3.25103 3.985 -4.654 -1.193
O 3.63911 -1.17239 -4.05301 -5.951 5.306 4.365
H 3.17516 -2.12473 1.37085 -1.329 -1.152 -1.985
H 3.03684 -3.80968 0.52959 -0.700 2.533 -0.473
H 1.58597 -2.54740 0.29948 2.319 -0.123 0.125
H 4.72538 -1.82032 -0.58945 -2.597 -0.248 -0.525
H 3.65132 -2.91265 -1.68902 -0.138 2.106 1.588
H 2.20226 -0.06178 1.24884 -0.700 1.160 -1.951
H 2.41003 1.74525 0.75504 -1.519 -2.076 -0.583
H -0.43052 -1.54174 2.15071 -0.907 0.399 -2.331
H -2.08714 -3.58497 1.06924 0.816 2.327 -1.131
H -3.16447 -3.40438 -1.52099 1.738 2.231 1.197
H -2.60340 -1.08752 -2.99988 1.118 0.135 2.334
H -1.00185 0.96902 -2.02003 -0.457 -2.129 1.756
C -2.16589 3.12296 1.03449 0.200 -0.377 -0.313
C -2.65459 2.21087 2.12772 0.324 -1.632 -0.082
C -3.42404 2.83585 3.26060 -0.096 -0.410 0.280
O -2.43355 1.00129 2.09666 -0.388 1.691 0.188
H -1.62706 2.53415 0.28445 -0.128 0.166 0.216
H -3.01544 3.61187 0.55112 0.085 0.170 0.134
H -1.48355 3.86864 1.45000 -0.176 0.104 -0.058
H -4.32969 3.31197 2.87640 0.143 0.173 0.060
H -2.79769 3.56875 3.77538 -0.156 0.126 -0.118
H -3.71319 2.05818 3.97541 0.075 0.155 -0.176

=====

3.
44
Properties=species:S:1:pos:R:3:forces:R:3 method="wB97M-V/def2-TZVPD" multiplicity=6 mol_weight_g_mol=577.359 fmax_ev_per_a=4.0 homo_energy_ev="-14.50 / -15.35" lumo_ha="-0.19880 / -0.37513" gap_ev="9.1 / 5.1" charge=+2 e_above_lowest_kj_mol=10.18
H 0.79977 3.25017 0.25399 0.033 0.079 -0.606
N 0.54584 1.80223 -1.28963 0.586 2.144 -1.110
B 0.19329 0.40914 -3.40694 -0.489 0.495 0.147
N 0.58842 1.78322 -2.67432 -0.013 0.599 0.881
C 0.88341 3.03852 -3.06894 -0.386 -0.800 0.393
Ir 0.37009 0.16752 -0.24291 -3.625 -1.492 -0.611
H 0.92901 3.31868 -4.10840 0.123 -0.149 -0.079
C 1.02876 3.85475 -1.94248 -0.290 -0.163 1.094
H 1.23350 4.89761 -1.90631 0.149 0.506 -0.251
C 0.79697 3.06266 -0.82203 0.298 -0.290 -1.842
H 0.16498 0.58458 -4.59470 0.096 -0.227 0.333
C -1.39862 -1.98657 1.79739 1.362 0.089 -1.099
H -0.81490 -2.28810 2.69788 -0.707 0.018 -0.681
H -0.61799 -1.42283 1.10856 -1.473 -0.870 1.101
H -1.80933 -2.82552 1.19939 0.561 0.253 0.551
N -1.21352 0.02273 -2.82174 -0.343 0.049 0.243
N 1.17926 -0.70657 -2.93161 0.568 -0.466 0.886
N -1.35378 -0.11386 -1.45907 -1.158 -0.427 -0.267
N 1.24620 -0.95124 -1.57048 1.714 -1.633 -1.674
C -2.41717 -0.20653 -3.41642 0.536 0.126 0.897
C 1.97850 -1.60364 -3.53390 -0.671 0.572 0.163
H -2.54156 -0.12705 -4.49606 0.130 -0.068 0.420
H 2.08694 -1.62149 -4.60290 -0.021 0.057 -0.156
C -3.34681 -0.50093 -2.41822 0.446 0.108 0.357
C 2.55199 -2.43272 -2.58071 0.048 -0.196 0.656
C -2.64505 -0.44194 -1.19650 0.338 0.383 -1.374
C 2.08570 -2.00846 -1.34721 -0.008 0.564 -1.399
H -4.39659 -0.70203 -2.56652 0.119 -0.040 0.072
H 3.21958 -3.24563 -2.76697 0.212 -0.213 -0.081
H -3.00097 -0.56921 -0.17974 0.152 -0.034 -0.274
H 2.33715 -2.34836 -0.35021 -0.207 0.071 -0.148
H -2.24052 -1.34875 2.03547 0.099 0.346 0.241
Se 1.63489 0.57654 1.53901 1.095 0.503 3.695
C 0.76988 0.34548 3.21526 0.363 -0.159 0.041
C -0.41674 0.99185 3.62718 -0.282 0.212 0.160
C -0.93488 0.71773 4.89801 -0.059 0.616 -1.016
C -0.25893 -0.14760 5.76532 0.261 -0.200 -0.229
C 0.92373 -0.78423 5.36206 0.256 0.004 -0.488
C 1.44116 -0.53629 4.09673 0.365 -0.200 0.482
H -0.90283 1.69006 2.93075 0.109 -0.328 0.521
H -1.85984 1.21378 5.21306 0.412 -0.270 -0.115
H -0.65409 -0.33032 6.75410 -0.013 0.023 0.062
H 1.45976 -1.46182 6.02556 -0.241 0.180 -0.108
H 2.37535 -1.01552 3.77523 -0.444 0.228 0.212

=====

4.
44
Properties=species:S:1:pos:R:3:forces:R:3 method="wB97M-V/def2-TZVPD" multiplicity=1 mol_weight_g_mol=503.853 fmax_ev_per_a=3.0 homo_energy_ev=-6.03 lumo_ha=0.02055 gap_ev=6.6 charge=0
H 0.98464 3.31595 0.16295 0.023 0.155 -0.088
N 0.45992 1.85832 -1.24880 1.327 1.169 -1.468
B 0.17901 0.38531 -3.31492 -1.424 -0.378 0.525
N 0.47359 1.74249 -2.60794 0.322 0.812 0.796
C 0.81509 2.93741 -3.11488 0.140 -0.103 0.554
Sn 0.53832 0.30628 0.16498 -2.356 0.799 1.587
H 0.84922 3.05546 -4.18439 0.047 0.202 -0.017
C 1.08612 3.81624 -2.05875 0.039 0.098 -0.319
H 1.39309 4.84358 -2.13286 0.011 0.041 -0.086
C 0.88501 3.08898 -0.88783 -0.735 -0.915 -1.526
H 0.27334 0.46355 -4.50661 0.208 0.076 0.078
C -1.01450 -1.65952 1.27032 -0.729 -1.715 0.069
H -1.02188 -1.94554 2.32310 0.077 0.084 0.060
H -0.02926 -1.99433 0.82271 -1.156 0.556 0.522
H -1.79853 -2.22636 0.75649 0.096 -0.216 0.074
N -1.30893 -0.00854 -2.94146 0.068 0.097 0.648
N 1.12631 -0.73072 -2.74954 0.667 -0.216 0.757
N -1.63867 -0.15196 -1.62648 -0.230 -0.528 -0.200
N 1.29015 -0.93525 -1.40122 0.969 -0.666 -1.193
C -2.39412 -0.22551 -3.71247 -0.201 -0.023 0.615
C 1.93426 -1.58624 -3.40744 -0.028 0.281 0.756
H -2.34185 -0.11985 -4.78099 -0.023 -0.053 -0.102
H 1.98656 -1.55421 -4.48902 -0.045 -0.128 0.232
C -3.45895 -0.53881 -2.87336 0.567 0.096 -0.255
C 2.63015 -2.35036 -2.46704 0.066 -0.116 -0.116
C -2.93651 -0.50360 -1.56976 1.140 0.486 -1.004
C 2.20087 -1.91630 -1.21121 -0.856 0.768 -1.127
H -4.45635 -0.74806 -3.17916 -0.452 -0.144 -0.104
H 3.37173 -3.10693 -2.66445 -0.099 0.006 -0.055
H -3.42574 -0.71932 -0.63105 0.126 0.132 -0.032
H 2.44145 -2.21852 -0.19841 0.143 0.035 -0.241
H -1.27883 -0.60668 1.14886 0.121 -0.836 0.352
Se 2.40917 0.56160 1.86641 2.140 0.128 1.582
C 1.33797 0.33818 3.49114 -0.668 -0.229 -0.047
C 0.28472 1.22871 3.79089 0.107 -0.348 -0.292
C -0.58542 0.97412 4.85724 0.233 -0.303 0.022
C -0.42382 -0.16649 5.64781 0.385 0.300 -0.243
C 0.64148 -1.03208 5.39692 0.199 0.315 -0.334
C 1.52488 -0.77878 4.33930 -0.198 0.125 -0.380
H 0.11236 2.09063 3.14036 0.109 -0.255 0.282
H -1.40740 1.65257 5.07173 0.154 -0.032 -0.114
H -1.09174 -0.35718 6.47822 -0.048 -0.008 -0.065
H 0.78162 -1.91284 6.02067 0.029 0.161 -0.135
H 2.33520 -1.48400 4.13393 -0.261 0.288 0.032